C44H37N2P2SiTa as an isolated structure, computed with ωB97M-V/def2-TZVPD.

Last column: Löwdin charge in e.
Element x y z (Å)
Ta  0.41522  -0.92693  0.11947  1.552
C  3.14630  1.36731  1.69012  -0.164
Si  1.63315  1.84833  0.71417  0.777
C  1.87636  2.33645  -1.06718  -0.303
C  2.85523  3.31330  -1.28353  -0.063
C  3.03992  3.88144  -2.53615  -0.001
C  2.24877  3.47958  -3.60246  0.007
C  1.29982  2.48172  -3.41995  -0.041
C  1.10984  1.91057  -2.16429  -0.382
P  -0.10276  0.55987  -2.09991  0.960
C  -1.77365  1.20654  -2.09390  -0.377
C  -2.00631  2.56558  -1.86328  -0.060
C  -3.30607  3.04106  -1.89368  -0.023
C  -4.36510  2.17000  -2.12698  -0.001
C  -4.13291  0.81468  -2.34560  -0.033
C  -2.84103  0.32357  -2.31819  -0.128
C  0.19286  -0.48758  -3.52871  -0.392
C  1.39188  -1.21294  -3.54881  -0.131
C  1.71360  -1.97009  -4.65959  -0.043
C  0.84493  -2.00712  -5.74647  -0.003
C  -0.34205  -1.28430  -5.72712  -0.012
C  -0.67946  -0.52374  -4.61798  -0.059
C  0.19058  2.68021  1.56004  -0.301
C  0.31070  4.06137  1.73031  -0.057
C  -0.72929  4.80603  2.27145  -0.004
C  -1.92338  4.18594  2.60546  -0.002
C  -2.06069  2.81169  2.44902  -0.045
C  -1.00126  2.05355  1.96091  -0.382
P  -1.12392  0.24531  2.00359  0.967
C  -2.82655  -0.32469  2.05469  -0.374
C  -3.54867  -0.21195  3.24602  -0.068
C  -4.86165  -0.65063  3.28045  -0.014
C  -5.43550  -1.23545  2.15595  -0.006
C  -4.70488  -1.37315  0.98319  -0.038
C  -3.40109  -0.91221  0.92648  -0.109
C  -0.30580  -0.35486  3.49053  -0.393
C  -0.01732  -1.72564  3.54110  -0.139
C  0.47588  -2.28430  4.70724  -0.044
C  0.67351  -1.47770  5.82428  -0.006
C  0.39450  -0.11622  5.77131  -0.013
C  -0.08892  0.45600  4.60353  -0.054
H  3.80836  2.24072  1.73731  0.064
H  3.71414  0.56430  1.21799  0.036
H  2.89867  1.09715  2.71799  0.044
H  3.48678  3.64203  -0.46403  0.116
H  3.80692  4.63179  -2.67680  0.138
H  2.38079  3.92702  -4.57865  0.138
H  0.71044  2.14479  -4.26492  0.128
H  -1.17847  3.24486  -1.69961  0.114
H  -3.49585  4.09633  -1.74898  0.129
H  -5.37845  2.54963  -2.14646  0.134
H  -4.96195  0.15030  -2.55106  0.130
H  -2.65788  -0.72872  -2.51087  0.113
H  2.08824  -1.15001  -2.71280  0.095
H  2.64398  -2.52157  -4.69564  0.126
H  1.09734  -2.59996  -6.61583  0.135
H  -1.00456  -1.30481  -6.58212  0.134
H  -1.59738  0.04826  -4.61353  0.114
H  1.22347  4.57124  1.43763  0.121
H  -0.60740  5.87196  2.41394  0.137
H  -2.74833  4.76912  2.99279  0.136
H  -2.99978  2.34513  2.71256  0.113
H  -3.08713  0.19295  4.13861  0.122
H  -5.43533  -0.54750  4.19187  0.134
H  -6.45279  -1.60106  2.20168  0.134
H  -5.15317  -1.84609  0.11919  0.125
H  -2.82864  -1.00306  0.00641  0.056
H  -0.24066  -2.37023  2.68671  0.092
H  0.67936  -3.34567  4.76453  0.128
H  1.03793  -1.91798  6.74311  0.135
H  0.54314  0.50210  6.64675  0.134
H  -0.30392  1.51713  4.56576  0.120
N  3.80593  -3.32188  1.46024  0.200
C  2.87720  -2.39619  1.59663  -0.125
N  2.05127  -2.37909  0.53244  -0.094
C  2.49590  -3.39689  -0.33683  -0.232
C  1.98723  -3.87206  -1.54096  -0.034
C  2.66411  -4.92055  -2.13554  -0.024
C  3.80896  -5.48600  -1.55697  -0.008
C  4.30334  -5.03936  -0.34639  0.046
C  3.61793  -3.99076  0.25086  -0.153
H  4.52981  -3.53120  2.13839  0.204
H  2.78413  -1.76070  2.46482  0.140
H  1.08486  -3.47081  -1.99157  0.098
H  2.29054  -5.32882  -3.06512  0.130
H  4.30677  -6.30105  -2.06417  0.136
H  5.16938  -5.49541  0.11511  0.141

Properties
* HOMO-LUMO gap (alpha / beta): 0.2053 / 0.2093 Ha
* strongest force on any atom: 2.49 eV Å⁻¹
* HOMO (alpha / beta): -19.10 / -19.09 eV
* total charge: +4

C44H38BrN3O3PdS2Se as an isolated structure, computed with ωB97M-V/def2-TZVPD.

Last column: Löwdin charge in e.
Element x y z (Å)
Pd  0.99563  1.14894  -0.76844  0.429
O  6.57299  3.95196  -1.27466  0.130
C  5.49648  3.16788  -1.24902  -0.285
C  5.53381  1.79673  -0.98237  0.037
C  4.35207  1.09115  -0.97081  -0.115
N  3.16698  1.66424  -1.20776  -0.071
C  3.16779  2.96314  -1.46974  -0.706
Br  1.43171  3.65549  -1.82353  0.885
C  4.26838  3.77234  -1.51657  -0.001
H  7.38182  3.46583  -1.07036  0.136
H  6.47253  1.29385  -0.78866  0.130
H  4.33439  0.02589  -0.77421  0.115
H  4.20590  4.82850  -1.73934  0.136
C  -6.13766  3.01086  -3.87232  -0.030
C  -4.93910  2.60211  -3.06253  -0.241
C  -3.77248  2.15398  -3.67425  -0.021
C  -2.69005  1.72930  -2.91685  -0.086
C  -2.78572  1.75235  -1.53438  -0.381
C  -3.91661  2.24013  -0.88889  -0.046
C  -4.98378  2.65697  -1.66364  -0.001
S  -1.44240  1.18795  -0.51339  0.904
O  -1.64064  1.97287  0.74333  -0.506
C  -1.89882  -0.43674  0.08472  -0.284
C  -3.15525  -0.98696  -0.24187  -0.049
C  -3.62644  -2.05563  0.46350  0.009
C  -2.91689  -2.53321  1.58900  -0.145
C  -3.44554  -3.56643  2.40418  -0.012
C  -2.76500  -4.00398  3.50035  -0.043
C  -1.52448  -3.41596  3.84183  -0.037
C  -0.97812  -2.44170  3.06171  -0.013
C  -1.64688  -1.98553  1.89496  -0.129
C  -1.07093  -0.99357  1.04119  -0.141
C  0.43986  -0.88031  1.11037  -0.138
C  1.08003  -2.15916  0.87961  -0.191
C  0.38288  -3.24775  0.29013  -0.054
C  0.96756  -4.47679  0.16515  -0.035
C  2.28211  -4.69292  0.61997  -0.034
C  3.01117  -3.64288  1.10621  -0.007
C  2.44192  -2.35659  1.20441  -0.151
C  3.23027  -1.24013  1.59616  0.002
C  2.69423  -0.00275  1.61314  -0.093
C  1.29395  0.19923  1.41221  -0.326
S  0.91094  1.98935  1.71613  0.974
O  2.21922  2.68845  1.58741  -0.493
C  0.57912  1.81755  3.46544  -0.355
C  -0.62466  1.26368  3.88773  -0.065
C  -0.80431  1.03753  5.24040  -0.022
C  0.19033  1.36824  6.16620  -0.251
C  -0.03034  1.12242  7.63556  -0.036
C  1.36439  1.95514  5.70457  -0.015
C  1.56708  2.19906  4.35170  -0.051
H  -5.94835  2.93741  -4.94162  0.082
H  -6.43108  4.03570  -3.64058  0.095
H  -6.98872  2.37149  -3.63149  0.094
H  -3.70704  2.14148  -4.75621  0.120
H  -1.77817  1.40002  -3.40534  0.101
H  -3.94654  2.28825  0.19120  0.124
H  -5.87508  3.03383  -1.17422  0.131
H  -3.74699  -0.55292  -1.03718  0.113
H  -4.56860  -2.51764  0.19271  0.129
H  -4.40894  -3.98951  2.14529  0.123
H  -3.17737  -4.78773  4.12191  0.117
H  -1.00676  -3.74093  4.73548  0.117
H  -0.02997  -1.99874  3.34454  0.127
H  -0.61918  -3.10016  -0.09016  0.119
H  0.41315  -5.29025  -0.28540  0.118
H  2.71925  -5.68151  0.56121  0.119
H  4.04198  -3.77872  1.41286  0.124
H  4.27577  -1.38955  1.84575  0.133
H  3.30161  0.86297  1.84419  0.110
H  -1.40497  1.02607  3.17206  0.106
H  -1.73416  0.60441  5.59179  0.125
H  -0.29512  0.08001  7.82029  0.087
H  -0.85515  1.73471  8.00426  0.092
H  0.85739  1.36061  8.21864  0.081
H  2.13586  2.23076  6.41394  0.121
H  2.47168  2.67299  3.98924  0.115
C  3.08184  -0.17836  -4.73028  -0.002
N  1.68703  -0.57053  -4.94057  -0.107
C  1.06637  -0.70424  -6.16288  -0.003
C  -0.20432  -1.09481  -5.91972  -0.005
N  -0.34117  -1.19308  -4.55124  -0.106
C  -1.54744  -1.63707  -3.85035  -0.001
C  0.82022  -0.86487  -3.95638  -0.627
Se  1.20926  -1.03815  -2.13506  0.883
H  3.55171  -0.03930  -5.69875  0.102
H  3.60393  -0.95568  -4.17924  0.091
H  3.12646  0.74933  -4.16442  0.086
H  1.57447  -0.51609  -7.09379  0.140
H  -1.01230  -1.31191  -6.59811  0.139
H  -2.28751  -1.92879  -4.58947  0.106
H  -1.94851  -0.83805  -3.23354  0.061
H  -1.31394  -2.48554  -3.21308  0.092

Properties
* HOMO-LUMO gap (alpha / beta): 0.2851 / 0.1884 Ha
* multiplicity: 3
* strongest force on any atom: 1.85 eV Å⁻¹
* HOMO (alpha / beta): -12.80 / -12.82 eV
* total charge: +2